# 1
{
  "formula": "C31H53BrN6O6S",
  "method": "wB97M-V/def2-TZVPD",
  "homo_ev": -9.0,
  "lumo_ha": -0.017,
  "multiplicity": 1,
  "symbols": ["C", "C", "O", "O", "C", "O", "C", "O", "S", "O", "O", "C", "C", "C", "Br", "H", "H", "H", "H", "H", "H", "H", "H", "H", "H", "H", "C", "C", "C", "C", "N", "H", "H", "H", "H", "H", "H", "H", "C", "C", "C", "C", "N", "H", "H", "H", "H", "H", "H", "H", "C", "C", "C", "C", "N", "H", "H", "H", "H", "H", "H", "H", "C", "C", "C", "C", "N", "H", "H", "H", "H", "H", "H", "H", "C", "C", "C", "C", "N", "H", "H", "H", "H", "H", "H", "H", "C", "C", "C", "C", "N", "H", "H", "H", "H", "H", "H", "H"],
  "coordinates": [[-1.17627, 2.85401, -1.27565], [-1.64013, 2.47793, -2.82754], [-2.73881, 3.14244, -3.27831], [-0.94711, 1.52353, -3.70742], [-0.00485, 0.66539, -2.94566], [-0.43351, -0.48032, -2.39774], [1.55021, 1.24506, -2.82001], [2.56192, 0.19173, -2.64491], [3.59730, 0.62770, -1.31711], [4.81116, -0.34653, -1.47814], [4.06760, 2.26282, -1.42616], [5.10255, 2.48475, -2.44719], [6.43409, 3.05210, -1.66833], [6.09331, 4.62219, -1.21055], [6.67938, 2.04201, 0.08727], [-1.94135, 3.64832, -0.81856], [-1.19783, 1.92424, -0.55757], [-0.08830, 3.34082, -1.25732], [1.52284, 2.03361, -1.95179], [1.77593, 1.74952, -3.87673], [5.29669, 1.58243, -3.16628], [4.72534, 3.37818, -3.14341], [7.41810, 3.04311, -2.30159], [6.45517, 5.41568, -2.00260], [6.67157, 4.89950, -0.20353], [4.92486, 4.77256, -1.02245], [-6.67463, 2.38693, -2.54561], [-7.10977, 3.72980, -3.12379], [-6.44449, 4.92000, -2.42989], [-6.81426, 4.92724, -0.95562], [-7.12104, 4.93324, 0.26743], [-6.96059, 2.28791, -1.49365], [-7.15233, 1.56612, -3.09000], [-5.58861, 2.26038, -2.62157], [-8.20043, 3.81398, -3.04272], [-6.86335, 3.75387, -4.19096], [-6.77784, 5.85669, -2.88874], [-5.35492, 4.86275, -2.52804], [-0.45070, -3.86917, -3.11371], [-1.89211, -3.84125, -2.61524], [-2.10293, -4.68543, -1.35683], [-1.75896, -6.13691, -1.64860], [-1.47361, -7.34106, -1.89068], [-0.14278, -4.87866, -3.40409], [-0.34134, -3.23056, -3.99604], [0.23833, -3.50648, -2.34241], [-2.55128, -4.19699, -3.41658], [-2.17453, -2.80439, -2.40240], [-3.14678, -4.62160, -1.03221], [-1.47036, -4.32228, -0.53949], [10.12766, 4.29199, 2.01128], [9.52323, 5.19474, 3.08208], [8.29578, 4.57864, 3.75622], [7.21264, 4.32745, 2.71989], [6.31408, 4.11909, 1.86014], [9.42505, 4.11039, 1.19179], [11.01732, 4.75981, 1.57777], [10.42241, 3.32475, 2.43410], [9.25410, 6.15512, 2.62552], [10.28364, 5.40177, 3.84304], [7.90863, 5.25697, 4.52371], [8.55767, 3.63171, 4.24080], [0.40541, -7.11188, 1.03351], [0.18216, -8.35707, 1.88590], [0.43898, -8.11314, 3.37426], [1.88145, -7.68170, 3.58250], [3.07814, -7.32379, 3.75523], [1.44411, -6.76983, 1.08166], [0.18287, -7.32548, -0.01679], [-0.24378, -6.29136, 1.35987], [0.83716, -9.15806, 1.52176], [-0.84992, -8.69912, 1.75191], [0.25236, -9.03016, 3.94288], [-0.22922, -7.33416, 3.75737], [-1.30508, 2.76305, 4.20066], [-2.11826, 1.94529, 3.20220], [-1.41995, 0.64921, 2.78601], [-0.09125, 0.97207, 2.12227], [1.01103, 1.23995, 1.57161], [-0.35078, 3.08855, 3.77458], [-1.85471, 3.66419, 4.49075], [-1.09844, 2.18273, 5.10716], [-2.31639, 2.56193, 2.31693], [-3.08853, 1.70186, 3.64882], [-2.04797, 0.09358, 2.08178], [-1.24154, 0.01106, 3.65836], [-6.12545, -2.41616, -0.53539], [-6.34870, -3.66135, 0.31700], [-6.09188, -3.41742, 1.80536], [-4.64941, -2.98598, 2.01359], [-3.45272, -2.62807, 2.18632], [-5.08675, -2.07411, -0.48725], [-6.34799, -2.62975, -1.58570], [-6.77464, -1.59564, -0.20903], [-5.69370, -4.46234, -0.04714], [-7.38078, -4.00340, 0.18300], [-6.27850, -4.33444, 2.37397], [-6.76008, -2.63844, 2.18847]],
  "forces_ev_per_a": [[0.2, 0.1, 0.1], [-5.6, 3.7, -1.4], [7.4, -4.8, 2.3], [0.3, 0.8, 3.9], [-1.6, -5.7, 3.1], [2.8, 7.9, -3.9], [-1.1, 0.3, -1.6], [-0.4, 2.4, 0.5], [3.3, -3.3, 1.0], [-4.5, 4.0, -0.2], [0.5, -2.2, -2.4], [1.2, 1.7, -1.1], [-1.0, 1.7, 0.0], [0.3, 0.4, 0.5], [0.3, -0.2, -2.2], [1.7, -1.8, -1.5], [0.2, 1.6, -1.7], [-2.4, -1.2, -0.1], [0.2, -1.5, -1.6], [-0.6, -0.8, 2.5], [-0.3, 1.4, 1.8], [0.7, -1.9, 1.6], [-2.0, -0.4, 1.3], [-0.8, -1.8, 1.2], [-1.4, -0.8, -2.4], [2.6, -0.5, -0.4], [0.1, -0.2, 0.0], [-0.2, -0.4, -0.1], [-0.4, -0.1, 1.0], [-1.9, 0.3, 8.3], [2.4, -0.1, -9.7], [0.1, 0.1, -0.1], [0.1, 0.1, 0.0], [-0.1, 0.0, 0.0], [0.2, 0.1, 0.0], [0.0, 0.1, 0.1], [0.1, -0.1, 0.3], [-0.1, 0.0, 0.2], [0.1, 0.0, -0.1], [0.2, 0.2, -0.4], [0.2, -1.0, -0.5], [1.8, -8.2, -1.4], [-2.3, 9.6, 1.8], [-0.1, 0.1, 0.1], [0.0, 0.0, 0.2], [-0.1, 0.0, -0.1], [0.0, 0.0, 0.2], [0.0, -0.2, 0.1], [0.2, -0.2, 0.0], [0.0, -0.2, -0.1], [0.1, 0.0, -0.1], [0.3, 0.1, -0.3], [-0.7, 0.0, -0.9], [-6.2, -1.4, -5.4], [7.0, 2.4, 7.6], [0.0, 0.0, 0.1], [-0.1, -0.1, 0.1], [0.0, 0.1, -0.1], [0.0, -0.1, 0.2], [-0.2, 0.0, 0.0], [-0.1, -0.2, -0.2], [-0.2, 0.1, -0.2], [0.1, 0.0, -0.2], [0.0, 0.1, -0.4], [1.1, 0.2, -0.1], [8.0, 2.4, 1.5], [-9.5, -2.9, -1.4], [-0.1, 0.0, 0.1], [0.0, 0.0, 0.3], [0.1, -0.1, 0.0], [-0.1, 0.1, 0.2], [0.1, 0.0, 0.1], [0.2, 0.2, 0.1], [0.2, 0.0, 0.0], [0.0, 0.1, 0.1], [0.0, 0.4, 0.2], [0.8, 0.4, -0.5], [7.4, 1.5, -3.7], [-8.8, -2.0, 4.2], [-0.1, -0.1, 0.0], [0.1, -0.1, 0.0], [0.0, 0.1, -0.1], [0.0, -0.2, 0.1], [0.1, -0.1, -0.2], [0.3, -0.1, 0.0], [0.1, 0.1, -0.2], [0.0, 0.1, -0.1], [0.0, 0.1, -0.4], [1.1, 0.2, 0.0], [8.0, 2.4, 1.5], [-9.5, -2.8, -1.5], [-0.1, 0.0, 0.1], [0.0, 0.1, 0.2], [0.1, -0.1, -0.1], [-0.1, 0.0, 0.2], [0.1, 0.0, 0.2], [0.2, 0.2, 0.0], [0.2, 0.0, 0.0]]
}

---

# 2
{
  "formula": "C31H53BrNO3P3W",
  "method": "wB97M-V/def2-TZVPD",
  "homo_ev": [-17.7, -17.7],
  "lumo_ha": [-0.541, -0.546],
  "multiplicity": 3,
  "total_charge": 4,
  "symbols": ["C", "C", "C", "C", "N", "C", "C", "C", "C", "C", "C", "C", "C", "C", "W", "P", "H", "H", "H", "H", "H", "H", "H", "H", "C", "C", "H", "H", "H", "H", "H", "C", "C", "H", "H", "H", "H", "H", "C", "C", "H", "H", "H", "H", "H", "Br", "P", "C", "C", "H", "H", "H", "H", "H", "C", "C", "H", "H", "H", "H", "H", "C", "C", "H", "H", "H", "H", "H", "C", "C", "O", "P", "O", "C", "C", "O", "C", "C", "H", "H", "H", "H", "H", "H", "H", "H", "H", "H", "H", "H", "H", "H", "H"],
  "coordinates": [[-0.21133, 6.79744, -4.29899], [-0.41355, 5.43816, -4.64651], [-0.67983, 5.18085, -6.00446], [-0.70963, 6.24160, -6.92774], [-0.50126, 7.51720, -6.57838], [-0.25884, 7.78985, -5.29315], [-0.32680, 4.38303, -3.67342], [-0.18809, 3.64090, -2.71147], [0.13939, 2.95266, -1.53977], [1.35661, 3.20700, -0.86510], [1.72110, 2.46517, 0.26655], [0.89962, 1.39800, 0.63611], [-0.42810, 1.24032, 0.01965], [-0.79076, 2.01821, -1.08595], [0.10783, -0.46066, 0.99603], [2.43210, -1.13492, 0.40554], [-0.85775, 4.17534, -6.37656], [-0.00609, 7.10092, -3.27317], [-0.90859, 6.05610, -7.98862], [-0.09599, 8.84433, -5.04724], [-1.76296, 1.82748, -1.57775], [1.98402, 4.01180, -1.26609], [-1.22490, 0.54779, 0.54266], [2.63732, 2.71763, 0.83177], [2.67073, -2.90758, 0.90135], [3.63813, -3.75388, 0.05335], [1.68375, -3.39346, 0.94209], [2.98937, -2.87876, 1.95500], [3.75452, -4.74309, 0.52253], [3.27463, -3.92519, -0.96985], [4.64285, -3.31983, -0.01665], [2.55337, -1.03031, -1.43957], [3.18805, 0.25126, -1.97506], [1.53111, -1.08303, -1.81064], [3.07272, -1.91733, -1.79627], [3.15183, 0.23259, -3.08237], [2.63510, 1.14891, -1.65335], [4.24275, 0.37206, -1.66371], [3.97303, -0.31535, 1.02935], [5.29472, -0.93271, 0.58272], [3.89619, -0.34044, 2.12116], [3.90517, 0.73542, 0.73707], [6.11740, -0.22485, 0.75738], [5.53779, -1.83301, 1.16302], [5.31381, -1.19751, -0.48442], [1.55203, -0.74408, 3.24470], [-1.64792, -2.67680, -1.48241], [0.05307, -3.30523, -1.50832], [0.21396, -4.77596, -1.90175], [0.47402, -3.12699, -0.50364], [0.59875, -2.68272, -2.23071], [1.28371, -5.01690, -1.97634], [-0.23852, -5.44662, -1.17000], [-0.24414, -4.96669, -2.87964], [-2.21667, -2.48294, 0.22344], [-3.65001, -3.04367, 0.37767], [-2.24570, -1.39203, 0.46097], [-1.50678, -3.03624, 0.86042], [-3.94179, -3.08822, 1.43372], [-4.38615, -2.41384, -0.13470], [-3.72448, -4.05408, -0.04344], [-1.58705, -1.00722, -2.21755], [-1.95497, -1.03011, -3.71249], [-0.57341, -0.60460, -2.06700], [-2.30191, -0.38178, -1.66606], [-2.16110, -0.00409, -4.05702], [-1.14098, -1.43451, -4.32551], [-2.85262, -1.64136, -3.89135], [0.63309, 2.46645, 4.58048], [-0.21323, 1.97236, 3.43669], [-1.14289, 0.97368, 3.83160], [-1.45278, -0.26293, 2.78416], [-3.05281, -0.06521, 2.47572], [-4.01448, 0.71749, 3.24195], [-4.05746, 0.36122, 4.70041], [-1.53783, -1.47142, 3.90622], [-2.29185, -2.70124, 3.78929], [-1.45946, -3.85101, 4.32004], [0.03503, 3.08096, 5.24470], [1.43350, 3.07669, 4.14106], [1.06957, 1.62517, 5.12024], [-0.70841, 2.74813, 2.83886], [0.56922, 1.55277, 2.78406], [-3.77191, 1.78101, 3.10481], [-4.99796, 0.52054, 2.78999], [-3.17623, 0.76631, 5.21663], [-4.95352, 0.81495, 5.14298], [-4.10527, -0.72532, 4.85036], [-3.22897, -2.60773, 4.35296], [-2.56170, -2.87875, 2.73704], [-0.45789, -3.86128, 3.88730], [-1.95973, -4.78136, 4.06472], [-1.37794, -3.79489, 5.40769]],
  "forces_ev_per_a": [[0.4, 0.3, 0.2], [-0.1, 0.1, -0.5], [-0.3, 0.0, -0.6], [0.1, -0.1, 0.5], [0.0, -0.5, 0.2], [-0.1, -0.6, 0.2], [0.1, 1.4, -0.3], [0.6, 0.2, 0.1], [-1.3, 0.4, -1.6], [0.6, -0.1, 1.7], [0.5, 1.1, -0.5], [-2.7, -2.7, 0.0], [0.6, 2.2, -2.3], [-1.1, -1.7, 1.3], [5.8, -0.3, 2.0], [2.0, -1.2, -0.4], [0.1, 0.1, 0.2], [-0.1, -0.2, -0.2], [0.1, 0.0, 0.4], [-0.1, -0.4, 0.0], [0.7, 0.6, 0.2], [-0.1, -0.4, 0.3], [-1.2, 1.8, -0.9], [-0.5, -0.3, -0.5], [-0.2, -0.3, 0.2], [0.1, -0.2, -0.2], [0.2, 0.0, 0.1], [0.0, 0.1, -0.3], [-0.1, 0.3, -0.1], [0.0, 0.1, 0.3], [-0.4, -0.1, 0.0], [-0.3, 0.4, 0.2], [0.3, 0.5, -0.3], [0.0, 0.0, -0.2], [0.1, -0.1, 0.0], [0.1, 0.0, 0.6], [0.3, -0.5, -0.2], [-0.6, -0.1, -0.2], [-0.7, 0.5, 0.5], [0.4, -0.5, -0.3], [0.1, 0.1, -0.2], [0.0, 0.0, 0.0], [-0.4, -0.1, 0.0], [-0.1, 0.3, -0.2], [0.0, 0.1, 0.3], [-1.4, -0.1, -1.3], [0.9, 1.0, 0.0], [0.1, -0.4, -0.5], [0.2, -0.4, -0.1], [-0.2, 0.0, -0.2], [-0.3, -0.2, 0.1], [-0.4, 0.0, 0.0], [0.0, 0.0, -0.1], [0.1, 0.0, 0.2], [-0.2, -0.4, 0.0], [-0.5, 0.0, 0.3], [0.0, -0.3, 0.0], [-0.1, 0.1, 0.1], [0.1, 0.0, -0.4], [0.2, -0.1, 0.0], [0.1, 0.2, 0.2], [-0.8, -0.2, -0.3], [-0.1, 0.2, -0.4], [-0.1, -0.2, 0.0], [0.0, -0.2, -0.1], [0.1, -0.4, 0.1], [-0.2, 0.1, 0.1], [0.3, 0.3, 0.0], [-0.5, 0.5, 0.1], [1.6, 0.7, -0.7], [0.0, -2.0, -2.1], [-4.9, 0.2, 7.4], [3.0, -0.8, -1.8], [-1.0, 0.9, 0.5], [0.4, 0.0, 0.4], [1.0, 1.8, -2.0], [-0.2, -0.7, -0.3], [-0.2, 0.2, 0.2], [0.2, 0.1, 0.3], [-0.1, 0.0, 0.3], [0.0, 0.1, 0.0], [-0.2, 0.1, 0.5], [-0.7, 0.0, 0.1], [-0.1, -0.3, -0.1], [0.6, -0.1, -0.2], [-0.3, -0.3, 0.0], [0.2, -0.1, -0.1], [-0.1, 0.3, 0.0], [0.3, 0.2, -0.1], [0.1, 0.2, 0.4], [0.0, 0.0, 0.0], [0.0, -0.2, 0.1], [0.1, 0.0, -0.1]]
}

---

no.,molar mass (g mol⁻¹)
1,717.77
2,844.44